This record from the Open Molecules 2025 dataset describes a cluster of 13 separate species, C53H128Cl2N7O27P5 in total. The level of theory is ωB97M-V/def2-TZVPD.

Structure (XYZ):
```
222
Properties=species:S:1:pos:R:3:mulliken_spin:R:1
C 2.72 -8.55 -0.15 0.000
O 1.59 -8.49 0.46 0.000
N 3.27 -7.56 -0.90 0.000
C 4.46 -7.80 -1.64 0.000
C 2.71 -6.23 -0.95 0.000
H 3.30 -9.47 -0.25 0.000
H 4.86 -8.79 -1.45 0.000
H 5.20 -7.07 -1.32 0.000
H 4.50 -7.56 -2.71 0.000
H 2.35 -6.19 -1.98 0.000
H 1.82 -6.06 -0.35 0.000
H 3.44 -5.45 -0.74 0.000
C -2.54 -4.91 -4.41 -0.004
O -1.68 -4.84 -3.55 0.009
N -3.86 -4.74 -4.14 0.049
C -4.87 -5.17 -5.07 0.000
C -4.31 -4.38 -2.76 -0.003
H -2.30 -5.15 -5.45 0.000
H -5.55 -5.86 -4.57 0.002
H -4.71 -5.72 -5.99 0.000
H -5.43 -4.25 -5.25 0.003
H -3.52 -4.10 -2.06 0.001
H -5.01 -3.55 -2.77 0.002
H -4.84 -5.23 -2.35 0.002
C 5.72 -3.21 -3.26 0.000
O 4.96 -4.15 -2.81 0.000
N 5.69 -2.54 -4.44 0.000
C 6.80 -1.66 -4.84 0.000
C 4.61 -2.69 -5.34 0.000
H 6.46 -2.69 -2.64 0.000
H 6.41 -0.69 -5.12 0.000
H 7.31 -2.06 -5.72 0.000
H 7.62 -1.54 -4.14 0.000
H 3.73 -2.91 -4.75 0.000
H 4.43 -1.69 -5.75 0.000
H 4.66 -3.46 -6.11 0.000
C -5.82 -3.41 1.88 0.000
O -5.59 -3.55 0.68 0.000
N -5.32 -2.36 2.51 0.000
C -5.46 -2.15 3.93 0.000
C -4.93 -1.12 1.81 0.000
H -6.16 -4.20 2.57 0.000
H -6.00 -1.25 4.20 0.000
H -4.43 -2.17 4.31 0.000
H -6.05 -2.96 4.36 0.000
H -4.13 -0.67 2.41 0.000
H -4.57 -1.20 0.79 0.001
H -5.78 -0.44 1.75 0.000
C -3.60 -1.50 -4.91 -0.023
O -4.51 -1.16 -5.61 0.695
N -3.37 -0.89 -3.74 0.207
C -2.42 -1.30 -2.71 -0.020
C -4.25 0.18 -3.30 0.010
H -2.92 -2.30 -5.25 0.008
H -2.81 -1.12 -1.71 -0.001
H -1.52 -0.69 -2.83 0.027
H -2.13 -2.35 -2.77 0.010
H -4.90 0.01 -2.44 0.014
H -3.63 1.00 -2.94 0.002
H -4.93 0.54 -4.07 0.008
C 6.18 -4.49 2.96 0.000
O 6.33 -3.31 3.23 0.000
N 5.36 -4.86 1.97 0.000
C 5.20 -6.25 1.63 0.000
C 4.49 -4.02 1.18 0.000
H 6.70 -5.36 3.39 0.000
H 4.18 -6.63 1.68 0.000
H 5.86 -6.85 2.24 0.000
H 5.44 -6.39 0.57 0.000
H 4.67 -4.18 0.12 0.000
H 3.44 -4.28 1.32 0.000
H 4.74 -2.98 1.37 0.000
C -0.13 -6.94 4.71 0.000
O 0.49 -7.20 5.79 0.000
N 0.32 -6.20 3.68 0.000
C -0.40 -6.23 2.43 0.000
C 1.68 -5.73 3.65 0.000
H -1.11 -7.40 4.53 0.000
H -0.22 -5.38 1.77 0.000
H -1.47 -6.15 2.65 0.000
H -0.20 -7.17 1.92 0.000
H 1.78 -4.69 3.33 0.000
H 2.14 -5.75 4.64 0.000
H 2.29 -6.22 2.89 0.000
Cl 2.84 2.22 4.71 0.000
C 4.18 1.09 4.41 0.000
C 3.76 -0.32 3.80 0.000
Cl 2.55 -1.16 4.81 0.000
H 4.80 0.84 5.27 0.000
H 4.82 1.70 3.77 0.000
H 4.69 -0.86 3.61 0.000
H 3.36 -0.14 2.81 0.000
C -4.03 2.27 0.13 -0.001
C -2.62 2.80 -0.21 0.003
O -2.78 3.00 -1.59 0.001
P -1.65 3.66 -2.42 0.003
O -1.84 3.79 -3.84 0.000
O -1.32 5.12 -1.71 0.000
C -2.10 6.22 -2.00 0.000
C -2.94 6.29 -0.71 0.000
O -0.31 2.86 -2.02 -0.002
C 0.44 2.23 -3.03 0.002
C 1.60 1.32 -2.58 -0.001
H -4.81 2.99 -0.12 0.000
H -4.20 1.35 -0.42 0.001
H -4.27 2.16 1.19 0.000
H -2.29 3.69 0.32 0.000
H -1.90 2.00 -0.03 -0.003
H -1.62 7.19 -2.07 0.000
H -2.67 6.13 -2.92 0.000
H -3.66 5.48 -0.72 0.000
H -2.36 6.14 0.20 0.000
H -3.40 7.28 -0.69 0.000
H -0.20 1.70 -3.73 -0.001
H 0.87 2.95 -3.73 0.000
H 2.12 0.86 -3.42 0.000
H 2.31 1.86 -1.95 0.000
H 1.21 0.56 -1.90 0.000
C 0.13 -2.34 -4.84 0.003
C 0.68 -1.78 -6.10 0.002
O -0.02 -0.60 -6.42 -0.003
P 0.57 0.35 -7.59 0.000
O 1.13 -0.34 -8.79 0.000
O -0.59 1.42 -7.86 0.000
C -1.05 2.32 -6.84 -0.001
C -2.49 1.90 -6.45 0.007
O 1.69 1.17 -6.75 0.000
C 3.00 1.37 -7.29 0.000
C 2.80 2.46 -8.34 0.000
H -0.88 -2.71 -4.97 0.005
H 0.70 -3.22 -4.54 -0.001
H 0.24 -1.62 -4.03 -0.004
H 1.76 -1.65 -6.03 0.001
H 0.65 -2.58 -6.85 0.000
H -0.41 2.40 -5.96 0.000
H -0.90 3.24 -7.41 0.000
H -3.07 1.68 -7.35 0.000
H -2.54 1.01 -5.82 -0.008
H -3.03 2.68 -5.92 -0.001
H 3.70 1.77 -6.55 0.000
H 3.43 0.43 -7.64 0.000
H 2.32 2.08 -9.24 0.000
H 2.23 3.31 -7.98 0.000
H 3.74 2.90 -8.67 0.000
C 0.16 8.68 5.30 0.000
C 1.29 8.68 4.27 0.000
O 1.19 7.73 3.29 0.000
P 0.13 8.09 2.08 0.000
O -0.61 9.36 2.17 0.000
O -0.79 6.76 2.07 0.000
C -0.27 5.46 2.03 0.000
C -0.90 4.72 3.22 0.000
O 1.01 7.97 0.77 0.000
C 0.32 8.22 -0.45 0.000
C 1.02 9.31 -1.28 0.000
H -0.61 9.39 5.01 0.000
H -0.15 7.65 5.50 0.000
H 0.54 9.04 6.26 0.000
H 1.23 9.64 3.76 0.000
H 2.24 8.41 4.73 0.000
H -0.44 5.00 1.05 0.000
H 0.82 5.44 2.12 0.000
H -1.96 4.50 3.13 0.000
H -0.39 3.76 3.34 0.000
H -0.65 5.29 4.11 0.000
H 0.40 7.28 -0.99 0.000
H -0.69 8.60 -0.30 0.000
H 0.73 9.17 -2.32 0.000
H 0.71 10.26 -0.85 0.000
H 2.11 9.32 -1.33 0.000
C 0.95 5.09 7.16 0.000
C 0.26 3.69 7.31 0.000
O -0.64 3.50 6.23 0.000
P -1.88 2.42 6.20 0.000
O -2.71 2.35 5.01 0.000
O -1.27 0.96 6.64 0.000
C -0.32 0.29 5.81 0.000
C -0.65 -1.16 5.95 0.000
O -2.68 2.74 7.52 0.000
C -3.72 3.70 7.44 0.000
C -3.23 5.13 7.18 0.000
H 1.66 5.24 6.34 0.000
H 0.18 5.87 7.13 0.000
H 1.53 5.30 8.05 0.000
H 0.88 2.79 7.27 0.000
H -0.32 3.75 8.23 0.000
H -0.38 0.41 4.73 0.000
H 0.66 0.60 6.15 0.000
H -0.09 -1.87 5.35 0.000
H -0.57 -1.54 6.97 0.000
H -1.69 -1.38 5.68 0.000
H -4.38 3.43 6.61 0.000
H -4.44 3.73 8.26 0.000
H -2.41 5.51 7.80 0.000
H -2.84 5.11 6.17 0.000
H -4.12 5.74 7.06 0.000
C -2.37 -3.74 1.01 0.000
C -1.79 -2.87 2.16 -0.001
O -0.52 -2.42 1.72 0.000
P -0.25 -1.03 0.91 0.001
O -1.37 -0.48 0.10 -0.002
O 0.33 -0.07 2.08 0.000
C 0.35 1.37 2.10 -0.002
C 1.04 1.99 0.88 0.000
O 1.07 -1.35 0.07 0.000
C 1.00 -2.44 -0.90 0.002
C 2.25 -2.36 -1.83 0.000
H -3.23 -4.29 1.38 0.000
H -2.62 -3.13 0.14 0.000
H -1.60 -4.46 0.74 0.000
H -2.48 -2.04 2.34 0.001
H -1.65 -3.49 3.05 0.000
H -0.62 1.85 1.99 0.001
H 0.72 1.67 3.08 0.000
H 0.71 1.43 0.01 0.000
H 0.85 3.06 0.80 0.000
H 2.10 1.76 1.00 0.000
H 0.98 -3.38 -0.35 0.000
H 0.12 -2.44 -1.55 -0.002
H 2.38 -3.27 -2.41 0.000
H 2.35 -1.51 -2.50 0.000
H 3.16 -2.27 -1.23 0.000
```

Summary:
Kohn-Sham gap (alpha / beta) = 7.6 / 2.2 eV
LUMO level (alpha / beta) = -2.806 / -8.223 eV
HOMO level (alpha / beta) = -10.44 / -10.44 eV
DFT total energy = -194241.0214 eV
2S+1 = 2
Total charge = +1